No. 1
Density functional theory data (ωB97M-V with the def2-TZVPD basis set) for one molecule with the formula C4H10OS.

Last column: natural (NBO) charge in e.
Element x y z (Å)
S 0.29499 2.66892 1.92643  -0.064
O 1.15933 -2.16382 -0.12215  -0.717
C -0.21024 1.88338 0.31211  -0.477
C -0.46347 -0.40414 -0.83325  -0.428
C 0.25818 0.45115 0.21631  -0.417
C 0.00220 -1.88059 -0.87514  -0.055
H -1.54473 -0.30828 -0.81408  0.202
H -0.20914 0.02778 -1.81256  0.197
H -0.19047 1.67056 2.67260  0.110
H 1.00455 -2.14627 0.82798  0.467
H -1.29524 1.96515 0.34476  0.209
H 0.19474 2.55146 -0.44315  0.223
H 0.22515 -0.04903 1.18814  0.189
H -0.81495 -2.52852 -0.61902  0.159
H 1.31051 0.40510 -0.07287  0.225
H 0.27860 -2.14286 -1.89612  0.180

## Properties
* highest occupied orbital energy: -9.1 eV
* ΔE to the lowest compared entry with this formula, charge and spin: 51.30 kJ/mol
* LUMO energy: 0.79 eV
* SMILES: OCCCCS
* F_max: 1.42 eV/Å
* HOMO-LUMO gap: 9.84 eV

***

No. 2
Density functional theory data (ωB97M-V with the def2-TZVPD basis set) for a 2-piece molecular cluster, C4H10OS overall.

Last column: natural (NBO) charge in e.
Element x y z (Å)
S 2.05373 -1.04058 -0.38990  -0.041
O -2.39243 1.83743 -1.19107  -0.667
C 1.06489 0.75601 1.40100  -0.620
C 1.47085 -0.72233 1.28523  -0.523
C -2.10960 -0.53375 -0.53021  -0.561
C -2.34338 0.74639 -0.33031  0.160
H 0.79777 1.04099 2.42318  0.203
H 2.30620 -0.79631 1.98550  0.221
H 0.69189 -1.43924 1.52470  0.220
H 1.82778 1.44618 1.04682  0.214
H -2.35411 -1.20756 0.27769  0.224
H -2.72120 1.14560 0.60910  0.177
H -1.84386 -0.94658 -1.49759  0.200
H 0.86616 -1.17716 -0.94605  0.112
H -2.09462 1.43945 -2.04309  0.470
H 0.19930 0.98859 0.77351  0.210

## Properties
* highest occupied orbital energy: -8.9 eV
* ΔE to the lowest compared entry with this formula, charge and spin: 115.29 kJ/mol
* LUMO energy: 0.77 eV
* SMILES: C=CO.CCS
* F_max: 2.70 eV/Å
* HOMO-LUMO gap: 9.71 eV

***

No. 3
Density functional theory data (ωB97M-V with the def2-TZVPD basis set) for a 2-piece molecular cluster, C4H10OS overall.

Last column: natural (NBO) charge in e.
Element x y z (Å)
S 1.62366 1.90421 0.03786  0.127
O -0.27926 -2.21618 -0.44554  -0.524
C -1.35108 -1.72883 -0.70821  0.440
C 1.71274 0.34484 -0.96301  -0.723
C -1.78435 -0.37431 -0.25216  -0.748
C 0.81035 1.22393 1.52304  -0.730
H -2.05539 -2.34356 -1.29945  0.114
H 1.32265 0.56469 -1.94741  0.221
H -1.75159 -0.47466 0.83800  0.244
H 1.07251 -0.32587 -0.40190  0.234
H -0.24472 1.05998 1.34351  0.200
H -2.83574 -0.14432 -0.39413  0.227
H 1.28214 0.25437 1.62466  0.215
H 0.95289 1.75754 2.43226  0.228
H 2.73721 0.00001 -0.90993  0.222
H -1.21201 0.49816 -0.47759  0.252

## Properties
* highest occupied orbital energy: -8.4 eV
* ΔE to the lowest compared entry with this formula, charge and spin: 97.79 kJ/mol
* LUMO energy: 0.86 eV
* SMILES: CC=O.CSC
* F_max: 1.99 eV/Å
* HOMO-LUMO gap: 9.27 eV